# 1
Density functional theory data (ωB97M-V with the def2-TZVPD basis set) for an isolated molecule of C4H5O3P in a non-equilibrium geometry.

Summary:
**E**: -19658.1129 eV
**E_LUMO**: 0.004 Eh
**Gap between HOMO and LUMO**: 9.682 eV
**Largest force on an atom**: 3.5 eV/A

Structure (ORCA input):
```
! wB97M-V def2-TZVPD RIJCOSX def2/J DEFGRID3
* xyz 0 1
C 1.46819 -1.14252 -0.94734
C 0.33835 -0.76996 -0.40031
O -0.06203 -1.53275 0.76952
C -1.09770 -0.93597 1.35061
O -1.43462 -1.21441 2.47867
O -1.55310 0.07101 0.56768
C -0.62695 0.36256 -0.45288
P 0.61699 2.03970 0.19514
H 1.73972 -2.10063 -0.64706
H 1.96724 -0.72473 -1.87636
H -1.07989 0.61102 -1.38342
H -0.25264 2.49090 1.12842
H -0.02356 2.84578 -0.78267
*
```

# 2
Density functional theory data (ωB97M-V with the def2-TZVPD basis set) for a structure of composition CH2AgF3O in a non-equilibrium geometry.

Summary:
**E**: -15267.3381 eV
**E_LUMO (alpha / beta)**: 0.138 / 0.130 Eh
**Gap between HOMO and LUMO (alpha / beta)**: 4.759 / 7.242 eV
**Largest force on an atom**: 2.7 eV/A

Structure (ORCA input):
```
! wB97M-V def2-TZVPD RIJCOSX def2/J DEFGRID3
* xyz -1 2
H -0.10604 -1.36090 0.69056
Ag 1.84750 0.10517 -0.63160
O 0.62877 -1.58816 0.02728
H 0.54933 -2.48438 -0.30708
C -0.33027 1.11700 -0.03554
F -1.49476 0.33796 -0.08912
F -0.41641 1.70382 1.21451
F -0.67811 2.16949 -0.86901
*
```

# 3
Density functional theory data (ωB97M-V with the def2-TZVPD basis set) for a structure of composition C29H31Cl2CoF5N3OS2Sb in a non-equilibrium geometry.

Summary:
**E**: -141543.0015 eV
**E_LUMO (alpha / beta)**: 0.161 / 0.152 Eh
**Gap between HOMO and LUMO (alpha / beta)**: 5.605 / 5.657 eV
**Largest force on an atom**: 4.6 eV/A

Structure (ORCA input):
```
! wB97M-V def2-TZVPD RIJCOSX def2/J DEFGRID3
* xyz -2 2
Co -0.37120 -0.06334 -1.34696
N 2.47287 -2.51844 -3.69762
C 1.33783 -2.31034 -2.90196
S 1.62202 -1.29120 -1.52507
N 0.29008 -2.94016 -3.32898
N -0.95073 -2.85021 -2.69052
C -1.35925 -1.74344 -2.27932
C -4.33562 -1.20939 -2.18902
C -5.20555 -2.07922 -1.65045
C -5.38867 -2.59751 -0.30162
C -4.61865 -2.31448 0.76956
C -3.39464 -1.59964 0.91010
C -2.42535 -1.18298 0.03989
O -1.20930 -1.04368 0.33118
H 3.33412 -2.38472 -3.19219
H 2.42102 -3.37666 -4.22711
H -2.48193 -0.29467 -3.07871
H -5.95600 -2.41690 -2.36299
H -6.23779 -3.24911 -0.12201
H -4.98213 -2.71424 1.71297
H -3.01735 -1.53530 1.92798
Cl -2.68866 -0.74460 -1.79055
C -2.72332 1.02879 -1.45310
C -3.47963 1.91743 -2.20932
C -4.46033 2.66011 -1.55120
C -4.36969 2.83867 -0.17459
C -3.19325 2.44292 0.43743
Cl -2.84387 3.01316 2.05064
C -2.20048 1.75758 -0.29861
S -0.51851 1.93273 -0.09879
H -3.59543 1.71175 -3.27337
H -5.25947 3.12008 -2.11548
H -5.13754 3.35648 0.38340
C 2.90403 2.83264 1.89563
C 3.20771 1.50296 2.58672
C 3.10497 1.65213 4.09968
Sb 1.92459 -0.02857 1.64953
C 3.28428 -1.71060 2.01073
C 4.43271 -1.64429 1.00722
C 3.82285 -1.82452 3.43095
C 0.68755 -0.43976 3.39856
C -0.41734 0.60941 3.48418
C 0.08202 -1.83779 3.30012
H 3.56664 3.63093 2.25481
H 1.87184 3.14322 2.08213
H 3.01568 2.75874 0.81196
H 4.22654 1.19441 2.32538
H 2.09713 1.95133 4.39760
H 3.79492 2.42777 4.45930
H 3.34416 0.72820 4.62789
H 2.67179 -2.58617 1.77718
H 5.06007 -0.76464 1.18928
H 4.05738 -1.58338 -0.01566
H 5.07824 -2.52862 1.08580
H 4.47736 -0.97988 3.66406
H 4.41723 -2.73994 3.55351
H 3.02671 -1.84585 4.17838
H 1.33369 -0.38005 4.27859
H -1.07413 0.53693 2.61540
H -0.03324 1.63261 3.50207
H -1.03248 0.46061 4.38132
H -0.53532 -1.92487 2.40432
H -0.55324 -2.04191 4.17174
H 0.84787 -2.61635 3.25590
F 1.87158 1.86492 -1.82581
C 1.20125 1.70619 -2.98639
C 0.10083 0.84828 -3.07471
C -0.39932 0.77494 -4.36205
F -1.42134 -0.06123 -4.69324
C 0.08123 1.49392 -5.44910
F -0.47715 1.35928 -6.67004
C 1.14634 2.34817 -5.28774
F 1.63257 3.05564 -6.32738
C 1.71780 2.44660 -4.03337
F 2.78044 3.25913 -3.85805
*
```

Which of these has the highest E? CH2AgF3O

The highest largest force on an atom belongs to which entry? C29H31Cl2CoF5N3OS2Sb

Among the records above, which one has the highest largest force on an atom? C29H31Cl2CoF5N3OS2Sb

Which formula does entry 3 have? C29H31Cl2CoF5N3OS2Sb